A molecular structure, C30H44BFI2NO3, computed with ωB97M-V with the def2-TZVPD basis set.

The geometry in XYZ format:
```
82
C30H44BFI2NO3, DFT ωB97M-V with the def2-TZVPD basis set
C 2.8886 -2.9210 2.0179
C 2.8058 -3.3428 0.4943
C 1.8111 -2.3956 -0.3449
C 0.5080 -3.2436 -0.6039
C -0.8253 -2.4859 -0.9009
I -2.1617 -4.0503 -1.7591
N -0.7767 -1.4603 -2.0351
I 0.3897 -2.0066 -3.6566
C -0.5478 -0.0946 -1.4654
C -0.1491 1.0201 -2.5098
O 1.2463 1.1804 -2.7075
C 1.8545 2.0337 -1.7833
C 1.3837 3.3389 -1.3484
C 2.0645 4.2218 -0.4125
C 1.3961 5.6071 -0.0918
C 3.3425 3.7770 0.1393
C 3.8438 2.4737 -0.2789
C 3.1488 1.5850 -1.2248
C 3.8506 0.2491 -1.6046
C 4.5074 -0.5192 -0.3976
C 5.0472 0.6483 -2.6098
C -1.8567 0.2780 -0.6673
C -3.0358 0.8603 -1.5576
C -4.0069 1.5769 -0.5380
C -3.8302 3.0375 -0.4117
C -4.6103 3.8574 0.4996
C -5.6046 3.1541 1.3319
C -5.7896 1.7207 1.1934
C -4.9941 0.8858 0.2702
O -2.4505 -0.7781 0.0963
C -1.6027 -1.9046 0.3607
C -0.6641 -1.4852 1.5818
C -1.4944 -0.9785 2.8385
C -0.7388 0.2987 3.4200
F -1.5189 -1.9161 3.8962
B -2.6118 -3.0432 1.0047
C -2.1331 -4.3154 1.8457
O -4.0183 -2.8645 0.8533
H 1.8971 -2.9608 2.5359
H 3.5833 -3.6139 2.5675
H 3.2978 -1.8880 2.1570
H 3.8182 -3.3909 0.0268
H 2.3982 -4.3972 0.5042
H 2.3272 -2.2314 -1.3227
H 1.6853 -1.4781 0.2746
H 0.3325 -3.8546 0.3284
H 0.7642 -4.0092 -1.3907
H -1.7528 -1.4474 -2.3861
H 0.2920 -0.0989 -0.7117
H -0.6015 0.8497 -3.5311
H -0.6558 1.9592 -2.1443
H 0.4105 3.7035 -1.7734
H 1.7888 6.3699 -0.8245
H 1.5636 5.9386 0.9590
H 0.2986 5.5097 -0.3281
H 3.8726 4.4688 0.8270
H 4.8376 2.1491 0.1226
H 3.1412 -0.3538 -2.2240
H 5.4161 0.0759 -0.0922
H 3.7936 -0.4860 0.4636
H 4.8808 -1.5398 -0.6531
H 6.0129 0.8175 -2.0763
H 4.7262 1.5858 -3.1493
H 5.1241 -0.1315 -3.4205
H -1.5794 1.1021 0.0587
H -3.5783 0.0147 -2.0688
H -2.7242 1.6532 -2.2759
H -3.0604 3.5390 -1.0566
H -4.4066 4.9465 0.5549
H -6.1844 3.7865 2.0425
H -6.5474 1.2112 1.8277
H -5.1375 -0.2146 0.2079
H -0.0879 -2.3915 1.9168
H 0.0584 -0.6685 1.3407
H -2.5292 -0.6397 2.5821
H -0.3610 0.9741 2.6091
H 0.1239 -0.1272 4.0126
H -1.3746 0.8552 4.1498
H -1.2152 -4.8330 1.4640
H -2.9656 -5.0779 1.7752
H -1.9829 -4.1308 2.9402
H -4.3672 -3.5440 0.2463
```

Output
Net charge: +1
HOMO level: -10.910 eV
HOMO-LUMO gap: 6.17 eV
Lowest unoccupied orbital energy: -4.74 eV

Atom charges from the Löwdin analysis, given in e for atoms 1 to 4: atom 1 (C): -0.100, atom 2 (C): -0.222, atom 3 (C): -0.209, atom 4 (C): -0.270